No. 1
5 unconnected molecules or ions with the total composition C31H24NO18 in a non-equilibrium geometry, computed with wB97M-V/def2-TZVPD.

spin multiplicity: 1
orbital gap: 5.3 eV
LUMO energy: -5.69 eV
total charge: +1
calculated total energy: -70862.6037 eV

Last column: Löwdin charge in e.
Geometry (Å):
1 O -1.757 -0.862 1.584  0.1116
2 O -0.974 -3.344 5.532  0.0854
3 O 9.744 2.070 1.575  0.0797
4 O -10.205 -2.666 3.692  0.1127
5 O -0.764 1.794 -0.245  0.0904
6 O -1.231 -2.988 -0.069  0.0712
7 O -8.773 -0.705 4.971  0.0845
8 O 1.732 1.182 -1.296  0.0022
9 O 4.097 0.402 -1.023  0.0301
10 O -0.362 -5.446 3.876  0.1122
11 O -5.452 2.402 -0.366  0.0853
12 O -6.741 0.116 0.781  0.0874
13 O 7.479 2.016 0.026  0.0885
14 O 8.517 -2.275 2.978  0.1146
15 O 6.300 -2.364 1.363  0.0838
16 O -8.237 -1.784 -0.517  0.0873
17 O -5.577 -0.148 -1.375  0.0896
18 O -0.883 -0.722 -1.336  0.0493
19 N 4.102 3.734 -5.620  -0.1513
20 C -7.724 -0.243 2.902  0.0811
21 C 3.653 4.450 -4.362  0.0574
22 C 3.350 3.598 -2.994  0.0811
23 C 3.539 1.950 -3.094  0.0093
24 C -1.386 -2.051 3.594  0.0798
25 C -3.100 2.161 -0.286  0.0844
26 C 9.187 -0.108 2.311  0.0813
27 C 4.399 4.643 -6.832  -0.0517
28 C 8.915 0.964 1.563  -0.2092
29 C -0.698 -4.401 3.331  -0.3043
30 C 7.114 -1.246 1.395  -0.2014
31 C 8.302 -1.283 2.291  -0.3027
32 C 3.175 1.107 -1.700  -0.2159
33 C -3.237 -0.493 -1.387  0.0886
34 C 6.840 -0.174 0.650  0.0731
35 C -7.547 -0.504 1.465  -0.2754
36 C -8.599 -0.948 3.621  -0.2049
37 C -1.036 -3.209 4.158  -0.2045
38 C -9.422 -2.022 3.001  -0.3034
39 C -8.390 -1.560 0.839  -0.1986
40 C -4.456 0.291 -1.135  -0.2826
41 C -1.142 -3.115 1.305  -0.1951
42 C -1.453 -1.917 2.131  -0.2821
43 C -2.034 0.008 -1.100  -0.2328
44 C -9.263 -2.268 1.559  0.0809
45 C -4.303 1.661 -0.576  -0.1954
46 C 4.027 1.222 -4.503  0.0868
47 C 4.289 2.242 -5.789  0.0675
48 C -1.881 1.369 -0.515  -0.3124
49 C -0.789 -4.273 1.868  0.0804
50 C 7.712 1.011 0.688  -0.3053
51 H -3.363 -1.481 -1.811  0.1459
52 H 4.621 1.720 -6.810  0.1591
53 H 3.635 5.559 -6.826  0.1272
54 H -1.632 -1.177 4.184  0.1380
55 H 6.708 -3.002 1.988  0.1185
56 H -2.973 3.155 0.123  0.1386
57 H 4.245 4.080 -7.853  0.1192
58 H -6.191 1.822 -0.652  0.1057
59 H 1.238 1.428 -2.153  0.1337
60 H 5.517 4.987 -6.694  0.1292
61 H 10.057 -0.154 2.953  0.1403
62 H -0.144 -0.144 -1.045  0.0989
63 H -7.118 0.540 3.340  0.1378
64 H -1.503 -2.058 -0.228  0.0548
65 H 4.153 0.038 -4.579  0.1418
66 H 5.978 -0.133 -0.004  0.0977
67 H 3.514 5.634 -4.353  0.1588
68 H -7.548 -1.149 -0.810  0.0911
69 H -9.881 -3.040 1.118  0.1397
70 H -0.558 -5.151 1.279  0.1386
71 H -9.458 -1.345 5.265  0.1189
72 H 9.333 2.711 0.953  0.1144
73 H -0.696 -4.273 5.691  0.1190
74 H 3.007 4.162 -2.005  0.1444

No. 2
A molecular structure, C31H25AsClIMnN3O3S in a non-equilibrium geometry, computed with wB97M-V/def2-TZVPD.

relative energy (zero: lowest compared OMol25 entry of this formula, charge and spin): 28.2 kcal/mol
spin multiplicity: 5
orbital gap (spin up / spin down): 5.8 / 5.8 eV
LUMO energy (spin up / spin down): -0.96 / -1.00 eV
calculated total energy: -166780.6633 eV
<S²>: 6.109

Last column: Löwdin spin population.
Geometry (Å):
1 I -4.022 -2.081 -3.272  0.0028
2 As -0.463 1.411 0.623  -0.0116
3 Mn -0.142 -0.854 -0.355  3.8033
4 Cl 0.210 -4.848 -5.946  0.0027
5 S -3.040 0.014 0.174  0.0713
6 O -1.414 -1.030 -1.765  0.0543
7 O -2.070 -3.170 0.353  0.0082
8 O 2.195 -0.447 0.709  -0.0377
9 N 1.101 -1.705 -1.952  0.0195
10 N -0.881 -2.557 0.577  0.0376
11 N 1.218 -1.244 0.857  -0.0872
12 C 2.919 -2.852 -2.966  -0.0014
13 C -4.332 1.787 1.912  0.0037
14 C -3.152 1.350 1.284  0.0084
15 C -0.191 2.612 -0.866  0.0044
16 C 1.078 3.148 -2.844  0.0004
17 C 0.706 -3.157 -3.855  -0.0002
18 C 0.259 -2.264 -2.867  0.0048
19 C 0.864 2.341 -1.736  0.0038
20 C 0.947 1.299 3.111  -0.0011
21 C -1.957 3.155 2.434  -0.0005
22 C 2.379 -1.995 -1.993  0.0122
23 C -0.283 -4.431 2.028  0.0019
24 C -1.590 -3.416 -4.546  -0.0029
25 C -1.039 3.681 -1.113  0.0000
26 C -0.044 -3.123 1.357  0.0181
27 C -4.313 2.872 2.773  0.0000
28 C 2.798 2.661 3.812  -0.0018
29 C -1.991 2.079 1.553  -0.0011
30 C 2.767 3.325 2.595  0.0001
31 C 0.917 1.960 1.886  -0.0038
32 C -3.129 3.562 3.045  0.0004
33 C 1.826 2.976 1.631  -0.0022
34 C 1.881 1.648 4.073  0.0001
35 C -0.827 4.482 -2.229  0.0007
36 C 1.212 -2.354 1.532  0.0470
37 C 2.091 -3.428 -3.891  0.0083
38 C -2.009 -2.509 -3.550  0.0121
39 C 0.227 4.218 -3.092  0.0003
40 C 2.379 -2.774 2.347  0.0063
41 C -0.272 -3.726 -4.706  0.0108
42 C -1.106 -1.900 -2.712  -0.0015
43 H -5.234 3.186 3.251  0.0000
44 H 3.001 -1.530 -1.233  0.0007
45 H -3.124 4.403 3.727  0.0000
46 H 0.632 -5.022 2.039  0.0004
47 H 2.482 -4.094 -4.648  0.0005
48 H -2.326 -3.879 -5.190  -0.0004
49 H -2.605 -2.470 -0.072  0.0001
50 H 1.903 2.942 -3.515  0.0000
51 H 3.981 -3.051 -2.967  -0.0001
52 H 2.978 -1.897 2.581  0.0003
53 H 0.227 0.514 3.318  0.0000
54 H 3.533 2.933 4.560  -0.0001
55 H -1.028 3.676 2.636  0.0000
56 H 3.012 -3.479 1.800  0.0037
57 H -5.252 1.253 1.711  0.0007
58 H 1.804 3.498 0.683  -0.0001
59 H 1.527 1.506 -1.535  0.0017
60 H -1.495 5.312 -2.426  0.0000
61 H -1.864 3.883 -0.442  0.0000
62 H -1.071 -4.978 1.520  0.0001
63 H 1.894 1.137 5.028  0.0000
64 H 0.383 4.843 -3.962  0.0000
65 H 2.056 -3.254 3.272  0.0012
66 H 3.475 4.119 2.393  0.0000
67 H -0.592 -4.266 3.063  0.0007

No. 3
A molecular structure, C31H25Cl5N7SW in a non-equilibrium geometry, computed with wB97M-V/def2-TZVPD.

spin multiplicity: 1
orbital gap: 5.5 eV
LUMO energy: -10.44 eV
total charge: +3
calculated total energy: -118229.1718 eV

Last column: natural (NBO) charge in e.
Geometry (Å):
1 W 0.799 -0.096 0.152  1.4305
2 Cl -2.329 4.833 1.268  0.1329
3 Cl -1.583 5.800 -1.602  0.1513
4 Cl -1.224 2.077 2.297  0.0459
5 Cl 1.366 1.190 -2.114  0.1704
6 Cl 0.373 4.106 -3.385  0.1286
7 S 3.217 -1.076 0.344  0.0368
8 N -1.299 -0.791 -0.513  -0.3435
9 N 0.928 -2.022 -1.238  -0.3189
10 N 4.278 -3.193 -0.787  -0.7063
11 N 2.111 -2.695 -1.420  -0.4083
12 N 1.862 0.971 1.808  -0.4900
13 N -1.911 0.304 -1.295  -0.3326
14 N -0.105 -0.731 1.913  -0.5743
15 C -0.025 -0.975 4.303  -0.2036
16 C -3.119 0.890 -0.843  -0.0657
17 C 2.778 1.945 1.688  0.2995
18 C -0.969 4.321 -1.022  -0.0738
19 C -0.827 2.657 0.731  0.0060
20 C -1.347 0.174 -3.756  -0.6474
21 C -4.293 0.324 -1.092  -0.1229
22 C 0.308 2.336 -1.324  0.0407
23 C 3.241 1.889 4.050  -0.0842
24 C 3.092 2.494 0.340  -0.6663
25 C 3.210 -2.420 -0.688  0.3387
26 C -0.064 -2.322 -2.023  0.3778
27 C 3.457 2.441 2.801  -0.2021
28 C -4.357 -1.013 -1.744  -0.2400
29 C -1.239 -1.642 4.290  -0.0503
30 C -2.031 -1.330 0.624  -0.0145
31 C 0.004 -3.252 -3.179  -0.7191
32 C -1.961 -0.477 -2.546  0.1954
33 C -0.112 3.546 -1.843  -0.1189
34 C -1.356 -1.258 1.919  0.3346
35 C -1.345 -1.667 -1.730  0.1166
36 C -3.254 -1.276 -2.788  -0.2238
37 C -1.313 3.884 0.270  -0.1043
38 C 1.619 0.447 3.039  0.1428
39 C -3.224 -1.919 0.444  -0.0206
40 C -2.680 -2.434 -1.956  -0.2077
41 C -1.935 -1.728 3.095  -0.2306
42 C -3.772 -2.197 -0.893  -0.2583
43 C 0.498 -0.489 3.109  0.2304
44 C -0.032 1.841 -0.063  -0.4749
45 C 2.315 0.863 4.169  -0.1834
46 H -0.267 0.236 -3.679  0.2173
47 H 3.783 2.247 4.912  0.2645
48 H -2.585 -3.455 -2.308  0.2517
49 H -3.565 -1.390 -3.821  0.2562
50 H -4.483 -3.018 -0.839  0.2729
51 H -1.761 1.175 -3.857  0.2614
52 H 5.114 -2.970 -0.264  0.4521
53 H -5.358 -1.226 -2.114  0.2665
54 H 4.332 -4.010 -1.379  0.4346
55 H 3.286 1.701 -0.382  0.2318
56 H -2.926 -2.147 3.095  0.2517
57 H -3.007 1.844 -0.354  0.2198
58 H -1.659 -2.043 5.198  0.2675
59 H 0.945 -3.182 -3.722  0.2578
60 H 3.979 3.117 0.396  0.2617
61 H 0.492 -0.813 5.233  0.2576
62 H -3.781 -2.284 1.288  0.2439
63 H -1.600 -0.379 -4.659  0.2412
64 H 2.132 0.409 5.129  0.2481
65 H -0.794 -3.031 -3.884  0.2784
66 H 2.278 3.119 -0.021  0.2490
67 H 4.152 3.257 2.672  0.2602
68 H 2.106 -3.498 -2.048  0.4224
69 H -0.132 -4.286 -2.850  0.2842
70 H -5.216 0.818 -0.837  0.2546

No. 4
A molecular structure, C31H25ClN5O8PRe, computed with wB97M-V/def2-TZVPD.

relative energy (zero: lowest compared OMol25 entry of this formula, charge and spin): 13.0 kcal/mol
spin multiplicity: 2
orbital gap (spin up / spin down): 7.2 / 6.8 eV
LUMO energy (spin up / spin down): -7.10 / -7.48 eV
total charge: +2
calculated total energy: -80299.2698 eV
<S²>: 0.757

Last column: Löwdin spin population.
Geometry (Å):
1 Re -0.016 0.150 -0.214  0.7838
2 Cl 2.480 -0.501 0.863  0.0031
3 P 0.249 -1.172 -2.302  0.0059
4 O 3.580 -1.245 0.446  -0.0004
5 O -4.046 -0.684 6.189  -0.0001
6 O -1.776 0.931 -0.745  0.0702
7 O 0.355 1.793 -1.344  0.0894
8 O 2.611 0.111 2.118  0.0011
9 O 2.111 0.529 -0.186  -0.0032
10 O -4.390 -2.333 4.857  -0.0003
11 O 1.192 -1.292 0.804  0.0346
12 N -0.705 2.359 -1.887  0.0130
13 N -0.230 1.217 1.650  -0.0020
14 N -3.887 -1.269 5.147  -0.0001
15 N -1.404 -1.043 0.815  -0.0032
16 N -1.844 1.934 -1.571  -0.0267
17 C -1.401 5.109 -4.247  -0.0004
18 C -0.996 -2.017 -4.602  0.0004
19 C -3.581 -1.443 -3.763  0.0000
20 C -1.920 -2.185 0.377  0.0011
21 C -2.823 -2.917 1.135  0.0003
22 C -3.364 -2.005 -5.011  0.0000
23 C 2.316 -3.007 -2.004  -0.0007
24 C -0.763 2.359 4.119  0.0122
25 C 2.845 -4.259 -1.735  0.0003
26 C 1.446 -0.315 -3.372  -0.0012
27 C 0.793 3.891 -3.024  0.0014
28 C -1.752 -0.581 2.057  -0.0004
29 C -1.122 0.634 2.491  0.0047
30 C -0.111 5.562 -4.499  0.0024
31 C 0.978 4.956 -3.891  0.0001
32 C 2.001 -5.335 -1.499  -0.0008
33 C 0.624 -5.167 -1.565  0.0002
34 C -3.198 -2.466 2.377  0.0006
35 C -1.616 4.048 -3.387  0.0022
36 C -2.934 -0.658 4.171  -0.0016
37 C -0.505 3.464 -2.791  -0.0009
38 C -2.657 -1.261 2.884  0.0008
39 C 0.090 -3.918 -1.842  -0.0005
40 C 0.131 2.941 3.255  -0.0014
41 C -2.506 -1.162 -2.929  -0.0003
42 C -1.414 1.169 3.740  0.0000
43 C 0.935 -2.825 -2.041  0.0023
44 C -2.070 -2.289 -5.431  0.0001
45 C 0.378 2.333 2.022  0.0112
46 C -2.352 0.489 4.574  0.0006
47 C -1.206 -1.445 -3.343  0.0021
48 H 1.088 2.753 1.320  0.0006
49 H 1.633 3.409 -2.546  0.0001
50 H -0.033 -6.013 -1.419  0.0000
51 H -2.613 3.686 -3.187  0.0001
52 H -3.222 -3.840 0.740  0.0000
53 H -3.895 -3.031 2.972  0.0000
54 H 0.961 0.553 -3.819  -0.0001
55 H -1.898 -2.728 -6.405  0.0000
56 H 0.005 -2.264 -4.934  0.0000
57 H 0.652 3.853 3.511  -0.0003
58 H -2.603 0.888 5.547  0.0000
59 H -2.694 -0.705 -1.969  -0.0003
60 H 2.987 -2.187 -2.218  0.0000
61 H -0.983 -3.812 -1.955  0.0000
62 H 1.784 -0.976 -4.169  -0.0003
63 H -2.247 5.585 -4.724  -0.0001
64 H 3.918 -4.397 -1.722  0.0000
65 H 2.306 0.019 -2.795  -0.0001
66 H 0.044 6.391 -5.175  0.0001
67 H 2.416 -6.311 -1.290  0.0000
68 H 1.980 5.311 -4.089  0.0000
69 H -0.967 2.799 5.086  0.0005
70 H -4.588 -1.218 -3.436  0.0000
71 H -1.601 -2.521 -0.600  -0.0001
72 H -4.201 -2.225 -5.659  0.0000